(a)
Entry from the Open Molecules 2025 dataset: a structure of composition CH3IO3S (the ωB97M-V functional and the def2-TZVPD basis).

Results
**Kohn-Sham gap (alpha / beta)**: 6.93 / 7.72 eV
**HOMO level (alpha / beta)**: -8.7 / -9.0 eV

```
9
CH3IO3S | the Open Molecules 2025 dataset | the ωB97M-V functional and the def2-TZVPD basis
C 1.048 0.469 0.133
O -0.942 -0.881 -1.387
O 1.085 -0.955 0.070
O -1.599 0.071 1.233
S -0.342 -1.624 -0.320
I -2.353 0.894 -0.252
H 0.376 0.593 0.962
H 0.717 0.864 -0.837
H 2.009 0.568 0.397
```

---

(b)
Entry from the Open Molecules 2025 dataset: the molecule CH3IO3S (the ωB97M-V functional and the def2-TZVPD basis).

Results
**Kohn-Sham gap**: 9.09 eV
**HOMO level**: -9.8 eV

```
9
CH3IO3S | the Open Molecules 2025 dataset | the ωB97M-V functional and the def2-TZVPD basis
C -1.438 -0.173 0.085
O 0.723 1.131 -1.057
O -0.427 0.262 0.959
O 1.710 -0.743 0.297
S 0.970 0.785 0.310
I 3.559 -0.417 -0.179
H -1.450 -1.265 0.043
H -1.252 0.229 -0.915
H -2.396 0.192 0.457
```

---

Q: What are the energies relative to the best structure? A: (a) 60.8; (b) 0.0, in kcal/mol.

---

(a)
Entry from the Open Molecules 2025 dataset: a cluster of 2 separate species, C2H7NO2 in total (the ωB97M-V functional and the def2-TZVPD basis).

Results
**SMILES**: NC=O.CO
**Kohn-Sham gap**: 10.48 eV
**HOMO level**: -9.9 eV

```
12
C2H7NO2 | the Open Molecules 2025 dataset | the ωB97M-V functional and the def2-TZVPD basis
C 1.369 1.211 -0.956
O 0.387 1.902 -0.212
H 1.388 1.608 -1.975
H 1.100 0.159 -1.081
H 2.358 1.230 -0.498
H 0.288 2.807 -0.506
C -1.104 -2.122 0.945
N -1.254 -0.779 0.768
O -1.709 -2.789 1.741
H -0.372 -2.556 0.250
H -1.964 -0.273 1.246
H -0.486 -0.399 0.277
```

---

(b)
Entry from the Open Molecules 2025 dataset: a cluster of 2 separate species, C2H7NO2 in total (the ωB97M-V functional and the def2-TZVPD basis).

Results
**SMILES**: NC=O.CO
**Kohn-Sham gap**: 10.79 eV
**HOMO level**: -10.3 eV

```
12
C2H7NO2 | the Open Molecules 2025 dataset | the ωB97M-V functional and the def2-TZVPD basis
C -1.454 1.660 1.145
O -2.190 2.790 0.663
H -1.233 1.043 0.279
H -1.964 1.167 1.978
H -0.540 1.949 1.673
H -2.973 2.400 0.239
C 1.912 -1.689 -1.607
N 1.616 -2.092 -0.335
O 1.938 -2.455 -2.543
H 2.181 -0.623 -1.653
H 0.860 -2.722 -0.204
H 1.845 -1.426 0.363
```

---

Q: What are the energies relative to the best structure? A: (a) 0.0; (b) 7.0, in kcal/mol.

---

(a)
Entry from the Open Molecules 2025 dataset: a cluster of 2 separate species, C2H7NO2 in total (the ωB97M-V functional and the def2-TZVPD basis).

Results
**SMILES**: C=O.NCO
**Kohn-Sham gap**: 10.74 eV
**HOMO level**: -10.0 eV

```
12
C2H7NO2 | the Open Molecules 2025 dataset | the ωB97M-V functional and the def2-TZVPD basis
O -2.459 1.151 0.784
C -1.875 0.130 0.528
H -1.357 -0.431 1.321
H -1.820 -0.196 -0.523
N 1.579 0.641 0.247
C 1.540 -0.761 -0.075
O 0.795 -1.094 -1.246
H 0.657 1.046 0.285
H 2.263 1.151 -0.293
H 1.045 -1.258 0.754
H 2.551 -1.174 -0.139
H 0.746 -0.317 -1.809
```

---

(b)
Entry from the Open Molecules 2025 dataset: a cluster of 2 separate species, C2H7NO2 in total (the ωB97M-V functional and the def2-TZVPD basis).

Results
**SMILES**: NC=O.CO
**Kohn-Sham gap**: 11.28 eV
**HOMO level**: -10.3 eV

```
12
C2H7NO2 | the Open Molecules 2025 dataset | the ωB97M-V functional and the def2-TZVPD basis
C 1.787 1.171 2.520
O 1.750 2.507 2.024
H 2.754 0.705 2.330
H 1.473 1.182 3.536
H 1.057 0.600 1.956
H 2.429 3.044 2.449
C -1.525 -2.106 -2.286
N -2.358 -1.034 -2.616
O -0.454 -2.029 -1.759
H -2.039 -3.049 -2.547
H -2.294 -0.220 -2.043
H -2.580 -0.771 -3.562
```

---

Q: What are the energies relative to the best structure? A: (a) 9.1; (b) 0.0, in kcal/mol.

---

(a)
Entry from the Open Molecules 2025 dataset: the ion C7H13N2O with charge +1 (the ωB97M-V functional and the def2-TZVPD basis).

Results
**SMILES**: O[C@@H]1[NH+]=CNC12CCCC2
**Total charge**: +1
**Kohn-Sham gap**: 10.75 eV
**HOMO level**: -14.3 eV

```
23
C7H13N2O | the Open Molecules 2025 dataset | the ωB97M-V functional and the def2-TZVPD basis
C -2.067 -1.467 0.473
C 2.071 -0.390 -0.445
C 1.934 0.497 0.838
C 0.670 -0.498 -1.126
C 0.470 0.937 0.842
C -1.751 0.603 -0.537
C -0.367 -0.030 -0.050
N -0.800 -1.196 0.679
N -2.706 -0.526 -0.190
O -2.092 1.743 0.216
H -2.716 -2.257 0.834
H 2.730 0.113 -1.015
H 2.340 -1.428 -0.088
H 2.217 -0.100 1.651
H 2.548 1.530 0.798
H 0.430 0.160 -1.940
H 0.304 -1.465 -1.454
H 0.186 1.136 1.898
H 0.272 1.940 0.423
H -2.005 0.916 -1.635
H -0.077 -1.830 0.922
H -3.508 -0.663 -0.737
H -2.994 1.861 -0.137
```

---

(b)
Entry from the Open Molecules 2025 dataset: the ion C7H13N2O with charge +1 (the ωB97M-V functional and the def2-TZVPD basis).

Results
**SMILES**: CC(C)OC1=[NH+]CCC=N1
**Total charge**: +1
**Kohn-Sham gap**: 8.38 eV
**HOMO level**: -13.9 eV

```
23
C7H13N2O | the Open Molecules 2025 dataset | the ωB97M-V functional and the def2-TZVPD basis
C 1.722 1.173 -0.871
C 0.480 -0.518 -0.253
C 2.697 0.745 0.176
C 2.704 -0.774 0.153
C -2.310 -0.014 1.429
C -2.381 0.524 -1.149
C -2.207 -0.538 -0.117
N 0.584 0.533 -1.069
N 1.342 -1.261 0.288
O -0.990 -1.331 -0.265
H 1.937 2.000 -1.402
H 3.676 1.043 -0.006
H 2.269 1.138 1.194
H 3.311 -1.223 -0.650
H 3.280 -1.129 1.095
H -1.991 -0.824 2.060
H -1.652 0.867 1.367
H -3.222 0.402 1.699
H -1.777 0.240 -1.979
H -2.052 1.512 -0.838
H -3.327 0.716 -1.393
H -3.068 -1.193 -0.193
H 0.977 -2.088 0.724
```

---

(c)
Entry from the Open Molecules 2025 dataset: the ion C7H13N2O with charge +1 (the ωB97M-V functional and the def2-TZVPD basis).

Results
**SMILES**: CC(C)(C)C[n+]1ccon1
**Total charge**: +1
**Kohn-Sham gap**: 10.44 eV
**HOMO level**: -14.9 eV

```
23
C7H13N2O | the Open Molecules 2025 dataset | the ωB97M-V functional and the def2-TZVPD basis
C 2.520 0.419 0.362
C 3.660 -0.070 -0.173
C -1.409 1.411 0.750
C -0.861 0.406 -1.429
C -2.305 -0.858 0.206
C -0.031 -0.771 0.681
C -1.093 0.057 0.091
N 2.151 -1.539 -0.541
N 1.626 -0.514 -0.017
O 3.456 -1.267 -0.698
H 2.291 1.315 0.789
H 4.682 0.415 -0.302
H -0.661 2.030 1.074
H -1.966 1.139 1.613
H -2.120 1.960 0.042
H -0.366 -0.469 -1.797
H -0.225 1.252 -1.513
H -1.674 0.619 -1.979
H -2.262 -1.484 1.133
H -3.144 -0.198 0.148
H -2.314 -1.443 -0.706
H 0.191 -0.476 1.749
H -0.147 -1.935 0.517
```

---

Q: What are the energies relative to the best structure? A: (a) 0.0; (b) 53.2; (c) 76.0, in kcal/mol.